{"formula": "C26H43InN3P2", "method": "wB97M-V/def2-TZVPD", "elements": ["In", "C", "C", "C", "C", "C", "C", "H", "H", "H", "C", "H", "H", "H", "C", "H", "H", "H", "C", "H", "H", "H", "C", "H", "H", "H", "C", "C", "C", "C", "C", "C", "C", "C", "H", "H", "H", "H", "H", "H", "H", "H", "H", "H", "H", "H", "P", "P", "C", "C", "H", "H", "H", "H", "C", "H", "H", "H", "C", "H", "H", "H", "C", "H", "H", "H", "C", "H", "H", "H", "N", "C", "N", "C", "N"], "coordinates": [[1.66858, -1.14076, -1.57743], [3.28715, -1.08806, 3.18710], [1.91551, -1.40183, 3.40067], [2.70077, -2.74810, 1.72062], [3.77875, -1.96225, 2.18677], [1.53548, -2.39535, 2.46240], [4.07033, -0.10800, 3.96548], [3.45503, 0.78497, 4.14505], [4.97529, 0.20619, 3.42562], [4.36982, -0.50343, 4.95353], [5.16299, -2.10012, 1.69066], [5.88470, -1.70393, 2.41600], [5.33057, -1.55241, 0.74944], [5.40140, -3.15937, 1.50248], [2.82177, -3.82765, 0.71381], [3.57887, -4.55913, 1.04943], [3.14793, -3.43575, -0.26439], [1.86990, -4.36248, 0.58661], [0.20447, -3.02230, 2.34279], [0.04645, -3.83426, 3.07777], [0.07548, -3.45985, 1.34492], [-0.59157, -2.27991, 2.49440], [1.05095, -0.83696, 4.44903], [0.68940, -1.61712, 5.14435], [0.16308, -0.36333, 4.00114], [1.58083, -0.07853, 5.04256], [1.31288, 2.02455, 1.09298], [1.31738, 2.02304, 2.42542], [0.15150, 2.35637, 3.30681], [-1.25967, 1.80833, 2.87802], [-1.35079, 0.40036, 2.37500], [-0.99590, -0.02098, 1.15364], [-0.67392, 0.86731, 0.00444], [0.09189, 2.17924, 0.23216], [-0.02923, 3.44006, 3.43692], [-1.71364, 2.52231, 2.16957], [0.36570, 1.96255, 4.31022], [-0.63824, 2.89397, 0.63414], [2.26934, 1.85908, 0.54415], [2.27928, 1.90297, 2.92864], [0.42912, 2.58314, -0.74810], [-0.14559, 0.32917, -0.80054], [-1.10327, -1.07158, 0.84508], [-1.63594, 1.12176, -0.46683], [-1.89631, 1.88797, 3.77968], [-1.91754, -0.26309, 3.06178], [-2.37448, 1.39959, -3.23124], [-3.75678, -1.02041, -4.27054], [-3.83930, 1.77711, -4.36205], [-4.18622, 0.56070, -5.19391], [-3.57604, 2.62534, -4.99726], [-4.67029, 2.08552, -3.72295], [-5.25239, 0.53033, -5.45194], [-3.59828, 0.52663, -6.12190], [-4.41773, -2.17305, -5.52744], [-4.43258, -3.18419, -5.10147], [-3.74224, -2.17433, -6.39077], [-5.42648, -1.87791, -5.84878], [-5.24363, -1.00688, -3.14668], [-6.13859, -0.69856, -3.71027], [-5.09218, -0.33679, -2.28954], [-5.38041, -2.02253, -2.75168], [-1.13565, 2.44456, -4.09540], [-0.25130, 2.56030, -3.44818], [-1.57482, 3.43101, -4.32355], [-0.81991, 1.95879, -5.03427], [-2.90339, 2.53473, -1.87827], [-3.85699, 2.17178, -1.46590], [-3.00101, 3.55872, -2.25966], [-2.16945, 2.56073, -1.06284], [3.97851, -0.45011, -2.07056], [4.06963, 0.33141, -1.16936], [4.19093, 1.17913, -0.18683], [5.31274, 1.20314, 0.51701], [6.25734, 1.24846, 1.22227]], "atomic_forces_ev_per_a": [[0.540, -0.142, -0.378], [0.127, -0.148, 0.485], [0.080, 0.359, 0.180], [-0.543, -0.363, -0.128], [0.484, 0.308, -0.323], [0.023, -0.465, -0.193], [0.227, 0.482, -0.080], [0.258, -0.245, 0.092], [-0.233, -0.108, 0.161], [-0.152, 0.015, -0.348], [0.519, -0.062, 0.316], [-0.146, -0.044, -0.266], [-0.144, -0.091, 0.188], [-0.095, 0.356, 0.008], [-0.171, -0.346, -0.048], [-0.224, 0.239, -0.250], [0.053, -0.199, 0.281], [0.368, 0.160, -0.048], [-0.513, -0.116, -0.107], [0.184, 0.303, -0.191], [-0.052, 0.059, 0.256], [0.263, -0.278, 0.083], [-0.100, 0.320, 0.510], [0.130, 0.184, -0.328], [0.265, -0.241, 0.092], [-0.185, -0.277, -0.182], [0.577, -0.448, -0.276], [0.194, 0.637, -0.310], [-0.966, -0.443, 0.344], [-0.291, 0.870, 0.496], [-0.500, -0.553, -0.133], [-0.284, -0.199, 0.305], [0.337, 0.341, -0.839], [-0.148, 0.531, -0.236], [0.551, -0.335, -0.105], [0.175, -0.414, 0.209], [-0.068, 0.198, -0.145], [0.553, 0.083, -0.080], [-0.834, 0.125, 0.649], [-0.223, 0.058, -0.154], [-0.407, -0.236, 0.465], [-0.273, -0.113, 0.325], [-0.250, 0.403, 0.393], [0.413, -0.426, 0.205], [0.269, -0.024, -0.384], [0.818, -0.005, -0.508], [-0.390, 0.733, 0.067], [-0.883, -0.025, -0.407], [0.521, -0.104, 0.356], [0.220, -0.806, -0.052], [-0.093, 0.083, 0.109], [0.014, -0.116, -0.064], [0.213, 0.016, -0.117], [-0.171, 0.110, 0.119], [-0.131, -0.210, -0.119], [-0.093, 0.161, -0.205], [-0.174, -0.059, 0.097], [0.203, -0.223, -0.003], [0.262, -0.097, 0.060], [0.224, -0.135, 0.263], [-0.068, -0.098, -0.212], [-0.075, 0.251, -0.068], [0.237, 0.207, 0.012], [-0.194, 0.087, -0.303], [0.362, -0.283, 0.066], [-0.117, 0.193, 0.359], [0.260, 0.455, 0.131], [0.250, 0.199, -0.137], [-0.253, -0.122, 0.141], [-0.353, 0.280, -0.370], [-1.123, 0.890, 1.374], [1.133, 0.001, 0.062], [-0.341, -0.919, -1.400], [2.024, -0.033, 1.667], [-2.068, -0.143, -1.428]], "orbital_gap_ha": [0.13635, 0.13561], "multiplicity": 1, "lumo_ev": [-5.94, -5.96], "max_force_ev_per_a": 2.62, "homo_energy_ev": [-9.648, -9.648], "de_lowest_ev": 0.0000, "charge": 1}

---

{"formula": "C26H43N4O4ReSSeSi3", "method": "wB97M-V/def2-TZVPD", "elements": ["Re", "O", "C", "C", "C", "C", "C", "C", "C", "O", "N", "N", "C", "C", "C", "C", "C", "C", "N", "H", "H", "H", "H", "H", "H", "H", "H", "H", "H", "C", "O", "Si", "C", "C", "C", "Si", "C", "C", "C", "Si", "C", "C", "C", "H", "H", "H", "H", "H", "H", "H", "H", "H", "H", "H", "H", "H", "H", "H", "H", "H", "H", "H", "H", "H", "H", "H", "H", "H", "H", "H", "Se", "C", "N", "C", "S", "C", "O", "H", "H", "H", "H", "H", "H"], "coordinates": [[-0.24162, -0.59191, 0.04358], [3.43334, -0.23053, 3.11452], [4.08166, -1.29316, 2.57421], [5.40659, -1.57581, 2.87996], [6.02048, -2.69353, 2.34902], [5.31488, -3.56186, 1.53125], [3.99426, -3.29425, 1.22874], [3.37649, -2.15257, 1.72536], [1.97646, -1.86049, 1.37160], [1.66518, -0.72445, 0.88968], [1.08095, -2.79579, 1.63063], [-0.15635, -2.38916, 1.39266], [-1.17770, -3.02952, 1.84882], [-2.47770, -2.41241, 1.81568], [-3.63364, -3.09005, 2.22009], [-4.83252, -2.40758, 2.25091], [-4.85402, -1.06439, 1.89605], [-3.66291, -0.47143, 1.50392], [-2.51584, -1.12010, 1.45642], [4.03409, 0.25199, 3.69824], [5.95479, -0.91113, 3.53402], [7.05504, -2.88924, 2.58374], [5.79991, -4.43968, 1.13374], [3.42417, -3.95424, 0.59597], [-1.06102, -3.99669, 2.32949], [-3.57392, -4.12655, 2.50543], [-5.73534, -2.90318, 2.56938], [-5.76655, -0.49140, 1.94209], [-3.62108, 0.57504, 1.23244], [-0.81564, 0.76107, 3.13175], [-0.62287, 0.90909, 1.74846], [-0.34090, 2.37260, 0.94707], [0.85202, 3.43325, 1.98552], [-1.98481, 3.35307, 0.95864], [0.21201, 1.49186, -0.66254], [-0.90222, 1.90049, -2.18840], [-2.78710, 1.72062, -1.86286], [-0.49094, 0.83334, -3.71945], [-0.72700, 3.73158, -2.70275], [2.11195, 1.75781, -1.00157], [2.38424, 3.48774, -1.77274], [3.35482, 1.79455, 0.45436], [2.81183, 0.43250, -2.18780], [0.03593, 1.16487, 3.68345], [-0.91130, -0.29887, 3.36916], [-1.72542, 1.27705, 3.44887], [0.29927, 4.06210, 2.67773], [1.44624, 4.09025, 1.36249], [1.53655, 2.82076, 2.56211], [-2.17778, 3.75783, 1.94892], [-2.84013, 2.75089, 0.67641], [-1.93990, 4.19079, 0.27260], [-2.99138, 1.02884, -1.05479], [-3.28807, 1.34435, -2.74924], [-3.23649, 2.67724, -1.62331], [-0.45591, -0.22286, -3.47405], [0.46652, 1.11129, -4.14381], [-1.23757, 0.97968, -4.49478], [-0.60746, 4.39046, -1.85066], [-1.61887, 4.03973, -3.23727], [0.11499, 3.88470, -3.36346], [1.75007, 4.24515, -1.32845], [2.21771, 3.49495, -2.84134], [3.41334, 3.78665, -1.60711], [3.34078, 2.73801, 0.98688], [4.35728, 1.67459, 0.04987], [3.19024, 0.99810, 1.16547], [2.18651, 0.25536, -3.05355], [2.93957, -0.51151, -1.66762], [3.78791, 0.74449, -2.54701], [1.61177, -3.17208, -3.53126], [0.91825, -2.25633, -2.26386], [0.42060, -1.61746, -1.39781], [-4.56507, -1.66744, -2.14020], [-2.96549, -2.30049, -1.50289], [-2.34888, -2.92542, -3.10555], [-2.18169, -1.04817, -1.23299], [-4.40330, -0.99064, -2.97108], [-5.07203, -1.14499, -1.33514], [-5.16496, -2.51630, -2.45004], [-2.27845, -2.12041, -3.82866], [-3.02415, -3.70245, -3.44709], [-1.36271, -3.34820, -2.93628]], "atomic_forces_ev_per_a": [[-0.432, 0.171, 1.318], [-0.106, 0.179, 0.176], [0.182, -0.335, -0.116], [-0.064, 0.120, -0.026], [-0.052, -0.007, 0.002], [0.089, -0.111, -0.065], [0.033, 0.140, 0.082], [0.086, 0.340, 0.050], [-0.671, -1.085, 0.468], [-1.266, 1.386, -0.768], [1.269, -0.996, 0.456], [-1.297, 1.361, -0.825], [0.902, -0.437, -0.062], [-0.920, 0.349, -0.009], [0.422, 0.145, -0.131], [0.018, 0.220, -0.018], [0.111, -0.162, 0.037], [-0.328, 0.335, -0.030], [0.908, -0.384, -0.245], [-0.082, -0.095, -0.119], [0.041, 0.056, 0.067], [0.098, -0.040, 0.033], [0.001, -0.071, -0.053], [-0.070, -0.122, -0.096], [0.196, 0.076, 0.056], [0.022, -0.180, 0.053], [-0.111, -0.078, 0.019], [-0.038, 0.089, -0.026], [-0.050, 0.093, -0.075], [0.007, -0.246, 0.750], [0.130, -0.415, -0.755], [-0.139, 0.677, -0.521], [-0.387, -0.592, -0.439], [0.660, -0.622, -0.073], [-0.107, -0.621, 0.660], [-0.275, 0.319, -0.423], [0.646, -0.009, 0.265], [-0.034, 0.344, 0.731], [0.062, -0.711, 0.167], [0.749, 0.252, -0.386], [-0.196, -0.711, 0.154], [-0.783, -0.140, -0.195], [-0.449, 0.486, 0.472], [-0.015, -0.009, -0.037], [0.010, 0.078, -0.020], [-0.008, -0.014, -0.019], [-0.206, 0.033, 0.064], [0.148, 0.153, -0.209], [0.200, -0.158, 0.038], [0.095, 0.040, 0.191], [-0.146, -0.150, -0.118], [0.044, 0.233, -0.184], [-0.144, -0.055, 0.127], [0.015, -0.108, -0.245], [-0.009, 0.262, 0.045], [-0.001, -0.208, 0.020], [0.245, 0.056, -0.083], [-0.213, 0.105, -0.062], [0.014, 0.171, 0.206], [-0.263, -0.001, -0.105], [0.232, 0.067, -0.125], [-0.170, 0.199, 0.112], [-0.100, 0.031, -0.306], [0.269, -0.025, 0.083], [-0.038, 0.242, 0.066], [0.087, -0.035, -0.270], [0.001, -0.085, 0.149], [-0.163, -0.042, -0.206], [0.074, -0.163, 0.133], [0.189, 0.144, 0.006], [0.141, -0.213, -0.283], [0.096, -0.034, 0.003], [0.067, 0.118, 0.115], [0.466, -0.253, 0.411], [-0.801, -0.327, -1.343], [-0.026, 0.010, 0.689], [1.076, 1.026, 0.537], [0.232, 0.054, -0.099], [0.065, 0.012, 0.159], [-0.032, -0.185, -0.037], [-0.095, 0.241, 0.028], [-0.130, -0.118, -0.024], [0.020, -0.060, 0.031]], "orbital_gap_ha": [0.20837, 0.21891], "multiplicity": 2, "lumo_ev": [-4.76, -4.33], "max_force_ev_per_a": 2.05, "homo_energy_ev": [-10.428, -10.291], "de_lowest_ev": 2.1838, "charge": 1, "s_squared": 0.762}